# 1
Below is a single C4H8O molecule, with properties calculated with wB97M-V/def2-TZVPD.

Its structure (SMILES) is CC[C@H]1CO1. The lowest unoccupied orbital energy comes out at 1.15 eV. As for the relative energy (zero: lowest compared OMol25 entry of this formula, charge and spin): 58.3 kcal per mole. The orbital gap comes out at 10.7 eV. For the energy, the calculation gives -232.3527 a.u.

Geometry (Å):
C: 1.73 0.39 -0.22
C: 0.25 0.76 -0.27
C: -0.69 -0.44 -0.43
C: -1.67 -0.77 0.66
O: -2.04 -0.05 -0.48
H: 2.35 1.27 0.01
H: 1.92 -0.36 0.54
H: 2.07 0.00 -1.18
H: 0.10 1.51 -1.07
H: -0.06 1.27 0.65
H: -0.40 -1.48 -0.48
H: -2.17 -1.75 0.67
H: -1.37 -0.35 1.61

Atomic partial charges in e from the Löwdin method, atoms 1 to 4: atom 1 (C): -0.11, atom 2 (C): -0.21, atom 3 (C): -0.31, atom 4 (C): -0.16

***

# 2
Below is a molecular structure, C3HHoO3, with properties calculated with wB97M-V/def2-TZVPD.

Its total charge is +2. The lowest unoccupied orbital energy (spin up / spin down) comes out at -10.36 / -11.77 eV. As for the relative energy (zero: lowest compared OMol25 entry of this formula, charge and spin): 0.0 kcal per mole. Its multiplicity is 5. The orbital gap (spin up / spin down) comes out at 8.6 / 7.3 eV. For the energy, the calculation gives -1287.8130 a.u. As for the expectation value of S²: 6.010.

Geometry (Å):
O: -3.19 -0.05 -0.09
C: -2.02 0.03 -0.11
C: -0.72 0.26 -0.16
O: 0.13 -0.80 0.26
C: 1.43 -0.54 0.22
O: 2.04 -0.45 -0.81
Ho: 0.04 2.53 -0.18
H: 2.29 -0.98 0.86

Atomic partial charges in e from the Löwdin method, atoms 1 to 4: atom 1 (O): 0.36, atom 2 (C): -0.05, atom 3 (C): -0.18, atom 4 (O): 0.07

***

# 3
Below is a molecular structure, C5H10HgO3, with properties calculated with wB97M-V/def2-TZVPD.

Its total charge is -1. The lowest unoccupied orbital energy (spin up / spin down) comes out at 3.34 / 3.21 eV. As for the relative energy (zero: lowest compared OMol25 entry of this formula, charge and spin): 96.5 kcal per mole. Its multiplicity is 2. The orbital gap (spin up / spin down) comes out at 5.0 / 4.8 eV. For the energy, the calculation gives -575.3756 a.u. As for the expectation value of S²: 0.756.

Geometry (Å):
C: -2.31 -0.77 0.62
O: -1.00 -0.92 -0.01
C: 0.06 -1.37 0.79
C: 1.35 -1.04 0.06
O: 1.34 0.35 -0.20
C: 2.48 0.82 -0.89
H: -2.75 -1.79 0.69
H: -2.13 -0.42 1.66
H: 0.00 -2.46 0.97
H: 0.05 -0.86 1.76
H: 1.41 -1.60 -0.89
H: 2.22 -1.31 0.68
H: 2.38 1.91 -0.98
H: 3.39 0.57 -0.33
H: 2.54 0.37 -1.89
Hg: -0.74 0.99 -0.97
O: -1.76 2.79 -0.25
C: -2.79 2.11 -0.57
H: -3.75 2.64 -0.25

Atomic partial charges in e from the Löwdin method, atoms 1 to 4: atom 1 (C): -0.24, atom 2 (O): -0.52, atom 3 (C): -0.27, atom 4 (C): -0.23

***

# 4
Below is 2 unconnected molecules or ions with the total composition C6H6ClNO4, with properties calculated with wB97M-V/def2-TZVPD.

Its structure (SMILES) is O/C=C/C=C\C(Cl)=N\O.O=C=O. The lowest unoccupied orbital energy comes out at 0.06 eV. As for the relative energy (zero: lowest compared OMol25 entry of this formula, charge and spin): 0.0 kcal per mole. The orbital gap comes out at 8.6 eV. For the energy, the calculation gives -1048.0460 a.u.

Geometry (Å):
O: -2.26 1.81 1.09
C: -1.42 0.87 0.47
C: -1.91 -0.07 -0.32
C: -1.28 -1.02 -1.20
C: -0.17 -1.72 -0.91
C: 0.90 -1.47 0.08
Cl: 1.71 -2.93 0.65
N: 1.18 -0.33 0.56
O: 2.10 -0.24 1.56
H: -1.72 2.58 1.25
H: -0.37 1.22 0.70
H: -3.04 0.05 -0.41
H: -1.99 -1.30 -1.99
H: 0.05 -2.78 -1.32
H: 2.41 -1.07 1.88
O: 2.66 1.75 -1.47
C: 1.94 2.13 -0.69
O: 1.22 2.54 0.07

Atomic partial charges in e from the Löwdin method, atoms 1 to 4: atom 1 (O): -0.01, atom 2 (C): -0.16, atom 3 (C): -0.11, atom 4 (C): -0.09

***

# 5
Below is a molecular structure, C6H6N2O2, with properties calculated with wB97M-V/def2-TZVPD.

The lowest unoccupied orbital energy comes out at -1.21 eV. As for the relative energy (zero: lowest compared OMol25 entry of this formula, charge and spin): 91.9 kcal per mole. The orbital gap comes out at 7.8 eV. For the energy, the calculation gives -492.0970 a.u.

Geometry (Å):
C: -0.76 -0.55 -1.13
C: -1.27 0.50 -0.50
C: -0.66 1.17 0.61
C: 0.74 0.63 1.08
C: 1.39 -0.22 0.24
C: 0.70 -0.98 -0.82
H: -0.96 -2.11 -2.31
H: -2.50 -1.26 -2.27
H: -2.11 1.03 -1.15
H: 0.74 1.55 2.89
H: 2.27 0.89 2.49
H: 2.37 -0.62 0.71
N: -1.24 -0.99 -2.26
N: 1.07 0.81 2.39
O: -1.00 2.12 1.41
O: 1.20 -1.97 -1.40

Atomic partial charges in e from the Löwdin method, atoms 1 to 4: atom 1 (C): -0.37, atom 2 (C): -0.01, atom 3 (C): -0.26, atom 4 (C): -0.27

***

# 6
Below is 2 unconnected molecules or ions with the total composition C16H24Cl2F4N5O3S, with properties calculated with wB97M-V/def2-TZVPD.

Its total charge is +1. The lowest unoccupied orbital energy comes out at -4.30 eV. As for the relative energy (zero: lowest compared OMol25 entry of this formula, charge and spin): 0.0 kcal per mole. The orbital gap comes out at 8.0 eV. For the energy, the calculation gives -2841.2535 a.u.

Geometry (Å):
C: 3.02 -2.67 0.70
C: 2.08 -1.49 0.91
C: 2.18 -0.46 -0.24
C: 3.32 0.50 0.11
C: 0.81 0.19 -0.55
C: 0.86 1.52 -1.36
F: -0.38 2.07 -1.38
F: 1.62 2.41 -0.65
C: 1.47 1.46 -2.79
F: 1.88 0.19 -3.06
F: 0.58 1.83 -3.72
N: 0.23 0.61 0.74
C: -0.87 0.06 1.08
C: -1.41 0.34 2.45
O: -1.24 1.71 2.75
N: -2.01 2.53 1.79
O: -1.86 3.64 2.03
C: -1.44 -0.84 0.01
O: -1.56 -2.15 0.52
C: -2.79 -0.23 -0.43
C: -3.72 -1.15 -1.20
C: -3.85 -0.96 -2.68
N: -4.43 -2.03 -0.63
C: -0.31 -0.84 -1.10
N: 0.13 -2.17 -1.37
N: -0.83 -0.25 -2.32
C: -0.95 -0.80 -3.40
S: -1.08 -1.48 -4.78
H: 2.60 -3.40 0.01
H: 3.97 -2.34 0.27
H: 3.25 -3.17 1.64
H: 1.07 -1.86 1.05
H: 2.34 -0.99 1.85
H: 2.50 -0.99 -1.14
H: 3.05 1.21 0.89
H: 3.67 1.07 -0.75
H: 4.16 -0.08 0.48
H: 2.33 2.13 -2.84
H: 0.72 1.26 1.36
H: -0.75 -0.19 3.14
H: -2.43 -0.01 2.62
H: -2.22 -2.20 1.22
H: -3.33 0.06 0.48
H: -2.58 0.69 -0.99
H: -4.89 -1.07 -2.96
H: -3.29 -1.74 -3.20
H: -3.46 0.00 -3.02
H: -4.31 -2.07 0.38
H: 1.03 -2.22 -1.81
H: 0.06 -2.80 -0.59
C: 1.25 3.47 4.07
Cl: 1.90 1.98 3.33
Cl: 2.17 3.94 5.49
H: 1.30 4.25 3.33
H: 0.22 3.26 4.36

Atomic partial charges in e from the Löwdin method, atoms 1 to 4: atom 1 (C): -0.07, atom 2 (C): -0.22, atom 3 (C): -0.28, atom 4 (C): -0.03